(1)
C19H14F6NO4S2 | ωB97M-V with the def2-TZVPD basis set

The geometry in XYZ format:
```
46
C19H14F6NO4S2 (ωB97M-V with the def2-TZVPD basis set)
F -6.028 -3.313 -2.173
C -5.248 -2.413 -1.488
F -5.562 -1.160 -1.905
F -5.564 -2.461 -0.160
S -3.507 -2.959 -1.874
N -3.242 -1.427 -0.812
C -2.269 -2.105 0.001
O -2.405 -3.147 0.632
C -1.036 -1.275 -0.094
C -1.239 -0.361 -1.328
C -2.607 -0.636 -1.844
O -3.048 -0.308 -2.933
H -1.092 -0.737 0.877
H -0.179 -1.969 -0.206
H -1.237 0.716 -1.060
H -0.520 -0.607 -2.127
F 2.471 -2.883 5.368
C 2.277 -1.531 5.315
F 1.388 -1.210 6.299
F 3.470 -0.957 5.675
C 1.806 -1.101 3.957
C 0.864 -0.086 3.854
C 0.464 0.315 2.590
C 1.023 -0.245 1.423
C 0.484 0.142 0.090
S 1.797 0.333 -1.080
C 1.484 1.885 -1.951
C 0.355 2.092 -2.748
C 0.169 3.321 -3.393
C 1.135 4.330 -3.273
C 2.271 4.111 -2.486
C 2.438 2.896 -1.819
O 3.068 0.545 -0.427
O 1.680 -0.730 -2.050
C 1.938 -1.296 1.575
C 2.349 -1.720 2.830
H 0.470 0.408 4.747
H -0.307 1.077 2.479
H -0.022 1.115 0.184
H -0.383 1.307 -2.886
H -0.719 3.480 -4.012
H 1.016 5.278 -3.810
H 3.046 4.878 -2.398
H 3.317 2.734 -1.203
H 2.332 -1.823 0.711
H 3.102 -2.500 2.936
```

Output
- ΔE to the lowest compared entry with this formula, charge and spin: 0.00 kJ/mol
- Charge: -1
- Kohn-Sham gap: 5.307 eV

These are the Mulliken partial charges, in e, on atoms 1 to 4:
1. F -0.2609
2. C 0.8210
3. F -0.2175
4. F -0.2349

---

(2)
C25H27F3N5ORuS2 | ωB97M-V with the def2-TZVPD basis set

The geometry in XYZ format:
```
64
C25H27F3N5ORuS2 (ωB97M-V with the def2-TZVPD basis set)
Ru -0.306 -0.743 -0.573
N -4.664 0.051 -0.402
C -3.419 -0.398 -0.590
S -2.123 0.747 -0.657
N -3.240 -1.693 -0.712
N -1.942 -2.009 -0.943
C -1.709 -3.223 -1.296
C -0.359 -3.495 -1.722
C 0.073 -4.686 -2.283
C 1.348 -4.746 -2.814
C 2.144 -3.609 -2.788
C 1.665 -2.468 -2.180
N 0.443 -2.417 -1.634
H -4.848 1.034 -0.310
H -5.434 -0.596 -0.442
H -2.523 -3.930 -1.385
H -0.598 -5.533 -2.316
H 1.715 -5.663 -3.253
H 3.137 -3.605 -3.211
H 2.265 -1.572 -2.105
F 2.065 -1.980 5.165
C 2.112 -1.752 3.850
F 2.820 -0.633 3.651
F 2.790 -2.761 3.282
C 0.730 -1.635 3.264
C -0.403 -1.718 4.040
C -1.664 -1.605 3.453
C -1.754 -1.376 2.103
N -0.646 -1.304 1.351
C 0.577 -1.450 1.886
S 1.732 -1.363 0.624
H -0.309 -1.874 5.106
H -2.565 -1.675 4.044
H -2.702 -1.254 1.602
C 1.406 2.563 2.515
C 0.016 2.999 2.042
C -1.056 2.051 2.569
C -0.005 3.232 0.543
C -0.240 4.522 0.082
C -0.139 4.851 -1.259
C 0.275 3.885 -2.156
C 0.527 2.580 -1.748
C 1.120 1.622 -2.761
C 0.168 0.532 -3.224
C 2.480 1.078 -2.322
C 0.316 2.237 -0.402
O 0.516 0.970 0.055
H 1.429 2.493 3.605
H 2.168 3.281 2.208
H 1.670 1.588 2.103
H -0.184 3.978 2.487
H -0.833 1.032 2.267
H -2.049 2.312 2.200
H -1.076 2.087 3.660
H -0.498 5.290 0.801
H -0.337 5.861 -1.593
H 0.432 4.150 -3.196
H 1.297 2.223 -3.658
H -0.095 -0.202 -2.433
H 0.589 -0.071 -4.030
H -0.799 0.932 -3.530
H 2.404 0.507 -1.395
H 3.171 1.899 -2.132
H 2.917 0.451 -3.104
```

Output
- ΔE to the lowest compared entry with this formula, charge and spin: 51.27 kJ/mol
- Charge: +1
- Kohn-Sham gap (spin up / spin down): 6.032 / 6.032 eV

These are the Mulliken partial charges, in e, on atoms 1 to 4:
1. Ru -0.2402
2. N -0.3506
3. C 0.6756
4. S -0.2016

---

(3)
CH3Cl2N4 | ωB97M-V with the def2-TZVPD basis set

The geometry in XYZ format:
```
10
CH3Cl2N4 (ωB97M-V with the def2-TZVPD basis set)
Cl 0.391 -2.928 -0.256
N 0.275 -1.225 -0.392
C 1.093 -0.293 -0.911
N 0.790 0.901 -0.490
N -0.116 0.735 0.472
Cl 0.889 0.887 2.306
N -0.653 -0.506 0.361
H 1.886 -0.501 -1.609
H -0.879 1.623 0.847
H -1.113 -0.952 1.151
```

Output
- ΔE to the lowest compared entry with this formula, charge and spin: 307.25 kJ/mol
- Charge: +1
- Kohn-Sham gap (spin up / spin down): 7.921 / 7.921 eV

These are the Mulliken partial charges, in e, on atoms 1 to 4:
1. Cl 0.1569
2. N 0.0793
3. C 0.0946
4. N -0.3877

---

(4)
C47H50N5O10PS2Tl | ωB97M-V with the def2-TZVPD basis set

The geometry in XYZ format:
```
116
C47H50N5O10PS2Tl (ωB97M-V with the def2-TZVPD basis set)
Tl -0.196 0.549 -0.197
C 4.649 2.477 -0.598
C 3.279 1.993 -0.976
N 2.221 2.262 -0.319
N 2.295 2.846 0.897
C 1.093 3.137 1.527
N 1.093 3.092 2.859
S -0.207 3.645 0.606
C 3.093 1.091 -2.122
C 4.079 0.710 -2.956
C 4.005 -0.213 -4.080
C 3.137 -1.119 -4.567
C 1.810 -1.692 -4.120
N 1.791 0.531 -2.256
H 4.579 3.336 0.069
H 5.190 2.789 -1.492
H 5.214 1.681 -0.108
H 3.093 2.623 1.477
H 1.859 2.586 3.285
H 0.167 2.842 3.292
H 5.050 1.179 -2.843
H 4.902 -0.146 -4.693
H 3.464 -1.570 -5.499
H 1.548 -2.465 -4.850
C 0.185 2.841 -3.086
O -0.073 1.472 -3.346
C 1.095 0.705 -3.522
C 0.666 -0.640 -4.123
O 2.025 -2.430 -2.898
C 1.115 -3.523 -2.792
C 1.207 -4.238 -1.461
O 0.379 -3.673 -0.486
C 0.199 -4.575 0.592
H 0.904 2.963 -2.275
H 0.561 3.338 -3.992
H -0.756 3.292 -2.783
H 1.757 1.221 -4.232
H 1.841 -0.454 -2.009
H -0.203 -0.998 -3.561
H 0.348 -0.472 -5.153
H 0.081 -3.201 -2.958
H 1.377 -4.259 -3.563
H 0.899 -5.280 -1.619
H 2.252 -4.238 -1.119
H 1.165 -4.933 0.965
H -0.309 -4.028 1.383
H -0.382 -5.449 0.272
O -1.391 1.801 3.729
C -1.380 0.743 3.040
O -0.332 0.203 2.561
C -2.709 0.044 2.777
P -3.152 -0.241 0.860
C -4.725 -1.122 1.254
C -5.977 -0.604 0.933
C -7.119 -1.388 1.037
C -7.029 -2.699 1.480
C -5.802 -3.199 1.886
C -4.662 -2.412 1.782
C -3.702 1.479 0.427
C -4.461 1.818 -0.723
C -4.745 3.147 -1.017
C -4.319 4.173 -0.191
C -3.624 3.864 0.959
C -3.319 2.541 1.247
H -3.535 0.545 3.290
H -2.626 -0.983 3.147
H -6.067 0.418 0.598
H -8.081 -0.975 0.754
H -7.913 -3.326 1.515
H -5.725 -4.212 2.265
H -3.710 -2.804 2.118
H -5.395 1.294 -2.303
H -5.303 3.376 -1.921
H -4.536 5.202 -0.450
H -3.285 4.645 1.627
H -2.748 2.348 2.142
O -4.979 0.864 -1.549
C -3.044 -0.858 -1.081
O -2.225 -0.249 -1.789
C -3.567 -2.186 -1.424
C -3.125 -3.355 -0.793
C -3.763 -4.568 -1.029
C -4.806 -4.662 -1.924
C -5.219 -3.501 -2.584
C -4.623 -2.277 -2.330
N -6.307 -3.568 -3.531
O -6.916 -4.619 -3.640
O -6.583 -2.579 -4.186
H -2.273 -3.297 -0.143
H -3.416 -5.464 -0.525
H -5.295 -5.598 -2.150
H -4.998 -1.395 -2.823
O 3.449 -0.115 0.866
S 2.609 -0.956 1.751
C 3.747 -2.329 2.185
C 4.997 -2.312 1.591
C 5.897 -3.338 1.842
C 5.534 -4.390 2.673
C 4.277 -4.405 3.263
C 3.383 -3.371 3.027
C 2.782 -0.209 3.393
C 1.885 -0.512 4.405
C 2.008 0.129 5.627
C 3.013 1.067 5.828
C 3.907 1.363 4.807
C 3.791 0.719 3.582
H 5.240 -1.492 0.926
H 6.879 -3.324 1.386
H 6.226 -5.202 2.855
H 3.992 -5.228 3.906
H 2.411 -3.378 3.506
H 1.082 -1.212 4.219
H 1.309 -0.092 6.423
H 3.099 1.579 6.778
H 4.683 2.102 4.961
H 4.477 0.923 2.767
```

Output
- ΔE to the lowest compared entry with this formula, charge and spin: 431.12 kJ/mol
- Charge: -1
- Kohn-Sham gap: 4.255 eV

These are the Mulliken partial charges, in e, on atoms 1 to 4:
1. Tl 1.0543
2. C -2.1163
3. C -0.3119
4. N 0.3665

---

(5)
C3H7N3O2 | ωB97M-V with the def2-TZVPD basis set

The geometry in XYZ format:
```
15
C3H7N3O2 (ωB97M-V with the def2-TZVPD basis set)
H -0.714 -1.983 -0.105
N 0.259 -1.753 -0.043
C 0.222 -0.361 0.058
O -0.918 0.441 0.316
N -2.097 -0.504 0.041
C -3.046 0.406 -0.114
N 1.328 0.283 -0.418
C 2.482 -0.550 0.121
O 1.367 1.677 0.068
H -2.717 1.630 0.271
H -4.165 0.027 -0.609
H 3.409 -0.055 -0.120
H 2.637 -1.288 -0.602
H 2.451 -0.730 1.204
H 1.138 2.309 -0.570
```

Output
- ΔE to the lowest compared entry with this formula, charge and spin: 833.49 kJ/mol
- Kohn-Sham gap: 9.330 eV

These are the Mulliken partial charges, in e, on atoms 1 to 4:
1. H 0.3371
2. N -0.6219
3. C 0.3460
4. O -0.2016

---

(6)
C4H9NO2S | ωB97M-V with the def2-TZVPD basis set

The geometry in XYZ format:
```
17
C4H9NO2S (ωB97M-V with the def2-TZVPD basis set)
C 2.320 -0.299 0.588
C 1.510 0.227 -0.569
N 0.096 -0.007 -0.248
O -0.236 -1.246 -0.688
C -0.707 0.886 -0.122
S -0.334 2.535 -0.033
C -2.168 0.369 -0.200
O -2.445 -0.880 0.388
H 2.335 -1.528 0.488
H 3.391 -0.127 0.652
H 1.619 -0.147 1.668
H 1.718 1.327 -0.542
H 1.659 -0.314 -1.503
H -1.160 -1.538 -0.231
H -2.728 1.349 0.135
H -2.277 0.157 -1.278
H -2.592 -0.765 1.497
```

Output
- ΔE to the lowest compared entry with this formula, charge and spin: 507.49 kJ/mol
- Kohn-Sham gap: 8.132 eV

These are the Mulliken partial charges, in e, on atoms 1 to 4:
1. C -0.9144
2. C -0.5898
3. N 0.4141
4. O -0.5845

---

(7)
C9H19B2F8NORb | ωB97M-V with the def2-TZVPD basis set

The geometry in XYZ format:
```
41
C9H19B2F8NORb (ωB97M-V with the def2-TZVPD basis set)
Rb -21.059 16.931 3.102
B -21.889 20.414 5.289
F -21.661 19.970 6.585
F -21.943 19.279 4.422
F -23.154 21.056 5.230
F -20.900 21.285 4.835
B -18.236 16.974 5.341
F -19.288 16.098 5.679
F -18.759 17.932 4.420
F -17.724 17.602 6.474
F -17.165 16.327 4.671
C -22.669 15.502 -0.848
C -21.211 15.102 -0.752
C -20.843 14.478 -2.087
C -19.336 14.369 -2.350
C -18.635 15.710 -2.147
C -18.965 16.447 -0.834
N -20.381 16.305 -0.533
O -21.033 17.454 0.026
C -18.108 15.880 0.300
C -18.609 17.917 -1.058
C -21.014 14.116 0.411
H -23.306 14.702 -1.213
H -23.059 15.823 0.125
H -22.801 16.407 -1.447
H -21.276 13.475 -2.157
H -21.274 15.087 -2.886
H -18.888 13.615 -1.695
H -19.165 14.014 -3.367
H -18.709 16.366 -3.016
H -17.562 15.489 -2.045
H -17.078 16.230 0.293
H -18.156 14.790 0.269
H -18.548 16.198 1.247
H -18.748 18.529 -0.170
H -19.271 18.304 -1.838
H -17.578 17.957 -1.406
H -21.872 13.447 0.536
H -20.147 13.496 0.177
H -20.831 14.618 1.351
H -21.470 17.759 -0.774
```

Output
- Charge: -1
- Kohn-Sham gap: 8.477 eV

These are the Mulliken partial charges, in e, on atoms 1 to 4:
1. Rb 0.9598
2. B 0.4645
3. F -0.3916
4. F -0.3055

---

(8)
C21H13Cl5N2NiO5S | ωB97M-V with the def2-TZVPD basis set

The geometry in XYZ format:
```
48
C21H13Cl5N2NiO5S (ωB97M-V with the def2-TZVPD basis set)
Ni -0.538 -0.396 1.277
O -2.355 -1.147 1.713
C -3.305 -1.227 0.863
C -4.199 -2.331 0.930
C -5.272 -2.457 0.087
C -5.540 -1.477 -0.871
C -4.676 -0.412 -0.998
C -3.552 -0.262 -0.178
C -2.632 0.797 -0.448
N -1.574 1.040 0.255
N -0.784 2.071 -0.113
C 0.442 1.993 0.360
O 0.888 1.096 1.128
C 1.364 3.073 -0.063
C 0.922 4.357 -0.355
C 1.828 5.321 -0.759
C 3.174 5.016 -0.874
C 3.615 3.737 -0.577
C 2.717 2.772 -0.165
H -3.986 -3.085 1.674
H -5.917 -3.327 0.154
H -6.404 -1.564 -1.519
H -4.854 0.334 -1.763
H -2.814 1.408 -1.334
H -0.127 4.587 -0.263
H 1.482 6.319 -0.992
H 3.880 5.776 -1.187
H 4.666 3.496 -0.671
H 3.029 1.764 0.054
Cl -0.455 -3.646 0.893
C 0.949 -2.887 1.533
C 0.773 -1.681 2.239
C 1.956 -1.208 2.830
Cl 1.850 0.164 3.868
C 3.204 -1.791 2.665
Cl 4.617 -1.134 3.412
C 3.325 -2.927 1.876
Cl 4.866 -3.651 1.612
C 2.178 -3.493 1.329
Cl 2.312 -4.939 0.400
C 0.912 -1.999 -2.708
S 0.335 -0.512 -1.812
O 1.486 0.368 -1.781
O -0.785 -0.022 -2.595
O -0.039 -1.125 -0.528
H 1.113 -1.709 -3.729
H 0.120 -2.733 -2.653
H 1.807 -2.345 -2.213
```

Output
- ΔE to the lowest compared entry with this formula, charge and spin: 43.80 kJ/mol
- Charge: -2
- Kohn-Sham gap: 5.752 eV

These are the Mulliken partial charges, in e, on atoms 1 to 4:
1. Ni 0.0866
2. O -0.7826
3. C 0.4529
4. C -0.4265

---

| no. | maximum force (eV/A) | electronic energy (eV) |
| --- | --- | --- |
| 1 | 6.883 | -67582.7793 |
| 2 | 0.426 | -68261.3807 |
| 3 | 4.678 | -32077.3099 |
| 4 | 1.245 | -113123.3932 |
| 5 | 5.964 | -11782.6746 |
| 6 | 7.749 | -20709.7731 |
| 7 | 1.371 | -36941.7493 |
| 8 | 2.802 | -149697.6689 |